1.
Molecular formula: C4H8NO3S
Method: DFT, ωB97M-V/def2-TZVPD

The value obtained for the HOMO energy is -2.77 eV. The energy above the lowest of the compared OMol25 structures with the same formula, charge and spin is 0.0 kJ/mol. The net charge is -1. For the orbital gap, the calculation gives 5.80 eV.

CARTESIAN COORDINATES (ANGSTROEM)
O1 -0.779 1.713 1.831
C1 -0.352 0.732 1.269
N1 0.380 -0.198 2.059
C2 0.557 -1.555 1.867
O2 0.027 -2.191 0.992
C3 -0.509 0.432 -0.189
C4 -0.661 1.683 -1.090
S1 0.452 1.649 -2.516
H1 0.836 0.240 2.842
H2 1.218 -1.929 2.671
H3 0.378 -0.080 -0.561
H4 -1.416 -0.174 -0.189
H5 -1.698 1.674 -1.430
H6 -0.664 2.596 -0.490
H7 0.548 -2.069 -1.816
H8 0.615 -0.830 -2.700
O3 1.067 -1.691 -2.548


2.
Molecular formula: C4H8NO3S
Method: DFT, ωB97M-V/def2-TZVPD

Its expectation value of S² is 2.012. The value obtained for the HOMO energy (alpha / beta) is -13.62 / -15.55 eV. The energy above the lowest of the compared OMol25 structures with the same formula, charge and spin is 19.8 kJ/mol. The net charge is +1. For the orbital gap (alpha / beta), the calculation gives 9.17 / 6.99 eV. The spin multiplicity is 3.

CARTESIAN COORDINATES (ANGSTROEM)
C1 1.748 -1.571 -0.903
C2 0.563 -2.317 -0.769
C3 0.546 -0.716 -0.713
C4 -1.757 2.062 1.403
N1 0.340 -0.084 0.436
O1 0.956 -0.214 1.588
O2 -1.488 1.080 -1.011
O3 0.535 2.256 -0.116
S1 -0.670 1.482 0.065
H1 2.455 -1.586 -0.123
H2 2.116 -1.525 -1.946
H3 -0.153 -2.603 -1.511
H4 0.479 -2.769 0.150
H5 -0.031 -0.323 -1.459
H6 -1.419 3.123 1.415
H7 -2.814 2.171 1.230
H8 -1.405 1.536 2.264


3.
Molecular formula: C4H8NO4PS2
Method: DFT, ωB97M-V/def2-TZVPD

Its expectation value of S² is 2.012. The value obtained for the HOMO energy (alpha / beta) is -4.84 / -9.15 eV. For the orbital gap (alpha / beta), the calculation gives 5.31 / 4.98 eV. The spin multiplicity is 3.

CARTESIAN COORDINATES (ANGSTROEM)
C1 -1.684 1.983 2.773
C2 -0.094 -0.910 -2.351
C3 -0.456 0.094 -1.563
C4 1.261 -1.659 -2.199
N1 0.896 -0.394 0.771
O1 -1.640 -0.097 1.164
O2 -0.017 -0.990 2.979
O3 2.059 0.849 -0.991
O4 0.295 1.968 0.226
P1 -2.148 1.636 1.241
S1 -0.441 -1.086 1.581
S2 0.784 0.801 -0.388
H1 -2.072 2.914 3.309
H2 -0.917 1.225 3.165
H3 -0.915 -1.236 -3.058
H4 -1.265 0.620 -1.444
H5 1.733 -1.559 -3.194
H6 1.016 -2.623 -1.927
H7 1.953 -1.283 -1.452
H8 1.652 -0.251 1.357


4.
Molecular formula: C4H8NOP
Method: DFT, ωB97M-V/def2-TZVPD

The structure (SMILES) is CPC1=NCCO1. The value obtained for the HOMO energy is -9.32 eV. The energy above the lowest of the compared OMol25 structures with the same formula, charge and spin is 185.7 kJ/mol. For the orbital gap, the calculation gives 10.29 eV.

CARTESIAN COORDINATES (ANGSTROEM)
C1 0.002 -0.478 -0.454
C2 0.562 1.321 -1.512
C3 -0.904 1.535 -0.990
C4 0.525 -1.573 1.985
N1 0.964 -0.001 -1.100
O1 -1.136 0.248 -0.347
P1 0.020 -2.199 0.333
H1 0.516 1.472 -2.599
H2 1.236 2.022 -1.134
H3 -0.990 2.275 -0.165
H4 -1.517 2.029 -1.719
H5 0.260 -2.182 2.763
H6 0.164 -0.607 2.386
H7 1.603 -1.481 1.917
H8 -1.306 -2.379 0.635


5.
Molecular formula: C4H8NOS
Method: DFT, ωB97M-V/def2-TZVPD

The structure (SMILES) is CNC(=O)CC[S-]. The value obtained for the HOMO energy is -2.63 eV. The energy above the lowest of the compared OMol25 structures with the same formula, charge and spin is 122.3 kJ/mol. The net charge is -1. For the orbital gap, the calculation gives 6.37 eV.

CARTESIAN COORDINATES (ANGSTROEM)
C1 -0.208 0.839 -0.578
C2 1.006 0.034 -0.937
S1 2.370 0.512 0.211
C3 -1.480 0.132 -0.293
N1 -1.514 -0.940 0.581
C4 -0.421 -1.321 1.411
O1 -2.441 0.453 -0.883
H1 0.095 1.506 0.228
H2 -0.477 1.475 -1.432
H3 0.936 -1.057 -0.799
H4 1.195 0.090 -2.077
H5 -2.489 -1.255 0.722
H6 -0.363 -0.656 2.325
H7 0.652 -1.149 1.097
H8 -0.730 -2.303 1.935


6.
Molecular formula: C4H8NOS
Method: DFT, ωB97M-V/def2-TZVPD

The structure (SMILES) is C[C@@H](C[S-])NC=O. The value obtained for the HOMO energy is -2.67 eV. The energy above the lowest of the compared OMol25 structures with the same formula, charge and spin is 40.5 kJ/mol. The net charge is -1. For the orbital gap, the calculation gives 6.40 eV.

CARTESIAN COORDINATES (ANGSTROEM)
O1 -0.404 -0.234 3.198
C1 -0.285 -0.383 1.994
N1 -0.304 0.616 1.085
C2 -0.207 0.438 -0.391
C3 -0.859 -0.832 -0.890
S1 -1.284 -0.672 -2.666
C4 1.280 0.558 -0.761
H1 -0.040 -1.321 1.466
H2 -0.189 1.554 1.443
H3 -0.699 1.309 -0.822
H4 -1.764 -0.971 -0.292
H5 -0.241 -1.727 -0.809
H6 1.843 1.307 -0.205
H7 1.749 -0.410 -0.551
H8 1.402 0.766 -1.799